Entry 1:
55
Properties=species:S:1:pos:R:3:lowdin_spin:R:1 method="wB97M-V/def2-TZVPD" spin_multiplicity=2 gap_ha="0.15054 / 0.31833" e_lumo_ev="-0.01 / -0.01" total_energy_ha=-1244.77404
O -1.98 1.34 -2.95 0.015
O -0.60 -0.49 -5.01 0.001
O 1.88 -2.25 3.16 0.000
O -4.71 0.22 -0.81 0.000
O 2.24 -3.51 -0.37 0.000
O -2.38 0.01 0.28 -0.001
O 5.04 0.39 -0.02 0.000
O 1.40 -1.90 -3.65 0.000
O -2.02 -3.36 -1.85 0.000
O -2.59 2.76 2.08 0.021
O 3.95 -2.12 -1.71 0.000
O 3.17 2.70 0.52 0.005
O -3.55 -0.75 3.21 0.000
N -0.77 2.05 0.41 0.282
C -1.19 2.97 -0.43 0.520
C 0.37 1.21 2.35 0.001
C 0.52 2.08 1.10 0.023
C 1.10 -0.15 2.09 0.002
C 1.41 -0.91 3.38 0.000
H 2.05 0.04 1.63 0.001
H -3.37 -1.67 3.40 0.000
H -1.34 -0.81 -5.53 0.000
H 0.54 -0.93 4.05 0.000
H 0.84 -1.53 -4.35 0.000
H -0.83 3.94 -0.82 0.062
H -0.60 1.09 2.82 0.000
H 1.27 1.66 0.41 0.009
H 4.59 1.16 -0.43 0.000
H -2.03 0.38 -2.98 0.001
H 4.62 -0.12 -0.72 0.000
H -2.10 3.03 -1.11 0.040
H -2.61 1.82 1.87 0.000
H -5.24 -0.12 -0.07 0.000
H 4.75 -2.27 -2.22 0.000
H 2.48 -2.59 -0.18 0.000
H 1.28 -2.85 -3.77 0.000
H -2.98 0.40 -0.41 0.000
H -1.24 1.60 -3.51 0.005
H -1.28 1.16 0.63 0.004
H 3.89 2.83 1.16 0.000
H 2.21 -0.52 4.05 0.000
H -3.79 -0.29 4.04 0.000
H -5.24 -0.06 -1.57 0.000
H -3.53 2.85 2.32 0.000
H -2.23 -4.21 -1.44 0.000
H 1.02 1.69 3.14 0.000
H 3.01 3.63 0.27 0.001
H 3.21 -2.19 -2.33 0.000
H 2.96 -3.66 -1.02 0.000
H 0.56 -0.77 1.32 0.000
H 0.94 3.07 1.41 0.006
H -2.87 -0.04 1.12 0.000
H 1.93 -2.38 2.20 0.000
H -0.66 -0.60 -4.06 0.000
H -1.49 -3.03 -1.09 0.000

***

Entry 2:
56
Properties=species:S:1:pos:R:3:mulliken_charge:R:1 method="wB97M-V/def2-TZVPD" charge=+1 gap_ha=0.34785 e_lumo_ev=-2.53 total_energy_ha=-1319.93982
O -2.09 -0.98 4.13 -0.696
O 2.49 2.50 1.81 -0.556
O -2.72 -2.43 -0.29 -0.481
O -3.60 2.57 0.58 -0.731
O 1.11 -1.46 2.27 -0.643
O -3.00 0.54 2.12 -0.710
O 0.05 -0.65 -4.36 -0.604
O 3.77 0.12 2.50 -0.661
O 2.07 -0.12 -2.26 -0.539
O -2.81 -0.80 -4.15 -0.620
O 0.55 -2.69 0.04 -0.582
O -1.87 1.98 -1.49 -0.532
O 3.84 0.53 -0.43 -0.570
O 3.49 -2.45 2.00 -0.722
N -0.84 -0.83 -1.79 0.139
C 0.39 0.54 0.03 0.130
C -0.61 -0.56 -0.25 0.268
C -0.67 2.60 -0.90 -1.095
C 0.51 1.70 -1.00 -1.067
C -0.31 -1.93 0.39 -0.127
H 4.61 0.28 -0.95 0.244
H -3.63 -2.10 -0.27 0.257
H 2.12 3.36 1.59 0.276
H -0.89 -0.63 -4.57 0.315
H -0.69 -1.80 -2.06 0.365
H 2.49 0.60 -1.77 0.292
H -0.02 1.09 0.88 0.356
H 0.37 -1.32 -4.97 0.290
H -3.01 -1.72 -4.29 0.299
H -0.99 -2.08 1.27 0.375
H -3.54 -0.17 -4.12 0.288
H 4.30 0.49 3.20 0.214
H 1.33 0.07 0.34 0.293
H -3.79 -0.01 2.07 0.273
H 1.90 -0.89 2.30 0.232
H 4.00 -1.64 2.13 0.350
H -2.49 1.91 -0.72 0.321
H 1.51 2.10 -0.86 0.281
H -2.32 -0.38 4.84 0.321
H -3.22 2.02 1.32 0.504
H 0.63 1.29 -2.00 0.685
H -4.40 2.04 0.48 0.276
H -1.65 -0.31 -0.01 0.247
H -2.78 -3.34 -0.61 0.252
H -2.54 0.03 2.82 0.354
H -1.15 -1.21 4.21 0.337
H 3.37 -3.00 2.78 0.327
H 2.29 2.42 2.75 0.279
H -0.67 3.44 -1.68 0.312
H 4.06 1.07 0.34 0.353
H 2.76 -0.51 -2.80 0.265
H -0.88 3.06 0.05 0.379
H -1.72 -0.41 -2.09 0.491
H 3.35 0.60 1.79 0.223
H 1.68 -2.25 1.99 0.450
H -0.15 -0.27 -2.31 0.022

***

Entry 3:
57
Properties=species:S:1:pos:R:3:mulliken_charge:R:1 method="wB97M-V/def2-TZVPD" charge=+1 gap_ha=0.37985 e_lumo_ev=-2.41 total_energy_ha=-1300.12760
O 3.73 -2.84 0.72 -0.608
O 2.22 -1.87 -1.21 -0.617
O 1.24 3.37 -2.02 -0.619
O 1.25 3.51 0.83 -0.666
O 1.02 -1.12 1.79 -0.676
O 2.23 -0.06 4.02 -0.606
O 4.39 0.03 -0.18 -0.631
O 0.21 0.37 -3.87 -0.674
O -2.92 0.21 -1.33 -0.511
O -2.52 3.99 -0.51 -0.648
O 0.28 -2.17 -3.82 -0.629
O -1.03 2.09 -2.14 -0.393
O -1.92 -2.98 -2.22 -0.679
N -0.23 -2.32 -0.05 0.191
N -0.51 0.30 2.51 -0.002
C -1.77 1.06 2.61 -0.625
C -3.04 -1.00 3.42 -1.134
C -3.05 0.19 2.46 -0.208
C -0.10 -0.65 1.67 0.439
C -0.87 -1.10 0.43 -0.328
H -0.43 -3.22 0.37 0.421
H 2.36 -0.79 4.63 0.309
H -3.20 4.59 -0.23 0.273
H -1.45 -2.68 -3.06 0.336
H -0.96 -0.29 -0.28 0.044
H -0.70 0.40 -3.45 0.259
H -1.82 1.72 1.76 0.094
H -3.00 -0.12 1.41 -0.058
H 1.26 3.57 1.79 0.306
H 2.62 -0.37 3.19 0.288
H -0.16 2.56 -2.21 0.310
H -2.82 -3.31 -2.39 0.269
H -1.70 4.51 -0.37 0.311
H 1.37 4.07 -2.66 0.284
H 4.40 -3.49 0.96 0.271
H 2.15 -0.93 -0.95 0.273
H 0.86 -2.82 -3.41 0.290
H -1.65 2.70 -1.73 0.282
H 4.07 0.15 -1.06 0.309
H -2.76 -0.67 4.42 0.357
H -2.19 -1.68 3.21 0.210
H -2.40 0.00 -2.08 0.194
H -0.01 0.42 3.40 0.406
H -3.95 0.75 2.66 0.489
H -0.39 -2.53 -1.04 0.148
H -1.87 -1.31 0.75 0.371
H 0.08 1.12 -4.48 0.308
H 4.15 -2.03 0.45 0.354
H -3.90 -1.65 3.35 0.366
H 1.71 3.49 -1.19 0.314
H -1.90 1.50 3.58 0.533
H 2.98 -2.24 -0.73 0.275
H 4.02 0.75 0.35 0.307
H 0.49 2.90 0.66 0.327
H 0.82 -2.19 0.00 0.180
H 0.65 -1.32 -3.58 0.375
H -3.79 0.40 -1.72 0.237

***

Entry 4:
57
Properties=species:S:1:pos:R:3:mulliken_charge:R:1 method="wB97M-V/def2-TZVPD" charge=-1 gap_ha=0.36667 e_lumo_ev=2.48 total_energy_ha=-1341.28951
O -0.12 0.11 1.73 -0.103
O 4.16 -0.96 -1.02 -0.694
O 0.54 -2.68 1.07 -0.883
O -0.98 2.06 3.81 -0.647
O -1.44 -2.32 -0.58 -0.707
O -4.56 -0.65 1.43 -0.678
O 1.29 -1.85 3.47 -0.696
O 0.12 4.46 0.14 -0.738
O 1.92 -2.90 -1.08 -0.785
O -2.75 1.04 2.05 -0.966
O 2.20 1.49 1.20 -0.571
O -2.39 -2.60 2.83 -0.689
O -0.47 -2.40 -3.55 -0.653
O 1.63 0.66 -4.30 -0.754
O -1.86 2.75 -0.59 -0.605
C 1.72 0.49 -1.04 0.748
C -0.30 1.71 -2.15 -0.767
C -1.73 2.08 -1.87 -1.098
C 0.18 0.35 -1.34 0.968
C 2.18 1.68 -0.25 -0.679
H -2.12 2.85 -2.55 0.390
H 0.93 -2.70 3.74 0.294
H -1.44 2.17 2.99 0.374
H -0.09 -0.46 -2.00 0.856
H 2.12 0.19 -3.60 0.238
H 1.51 2.53 -0.52 -0.037
H -1.88 -2.56 2.03 0.332
H 4.26 -1.14 -0.09 0.316
H -0.67 4.08 -0.25 0.417
H 3.23 1.86 -0.48 0.337
H -1.90 0.68 1.83 0.441
H 3.47 -1.61 -1.37 0.334
H 2.70 -3.30 -0.67 0.311
H -0.92 -1.88 -1.23 -0.176
H 1.07 -1.98 2.45 0.269
H -0.33 -2.71 -2.60 0.389
H -2.11 -1.95 3.44 0.299
H 0.43 2.55 -2.10 0.729
H 1.32 -2.90 -0.18 0.427
H 0.61 0.58 1.35 0.133
H -4.23 -1.33 2.01 0.304
H -0.11 1.67 3.75 0.316
H -1.96 2.04 0.13 0.308
H -0.26 1.54 -3.21 0.672
H -2.91 0.70 2.93 0.363
H -2.47 1.32 -1.84 0.349
H 1.92 -0.35 -0.40 -0.190
H 2.30 0.30 -1.98 -0.366
H 0.50 -3.62 1.23 0.127
H -1.37 -2.18 -3.69 0.295
H 0.55 3.82 0.75 0.317
H 0.86 1.00 -3.82 -0.046
H -4.04 0.13 1.38 0.441
H 2.94 0.97 1.51 0.310
H -0.17 -0.89 1.69 -0.066
H -0.63 -2.54 -0.06 0.626
H -0.45 0.60 -0.51 -0.437

***

Entry 5:
57
Properties=species:S:1:pos:R:3:mulliken_charge:R:1 method="wB97M-V/def2-TZVPD" gap_ha=0.30986 e_lumo_ev=-0.18 total_energy_ha=-1225.61779
O 1.10 3.07 -2.82 -0.649
O 1.76 -2.35 3.00 -0.637
O -2.82 -0.58 0.15 -0.672
O -0.90 0.78 3.47 -0.597
O -1.58 4.23 2.10 -0.685
O -2.23 -0.21 -2.74 -0.607
O -2.17 1.93 -0.36 -0.550
O -0.29 -0.93 1.59 -0.632
O -2.78 -1.10 3.44 -0.671
O -0.69 -2.61 -4.05 -0.685
O -0.13 3.32 3.75 -0.604
O 0.14 3.67 -0.07 -0.675
N 2.00 0.16 -2.05 -0.378
N 1.41 -2.61 -1.68 0.641
C 1.83 -3.46 -2.78 -0.871
C 0.24 -3.05 -0.96 -1.624
C 2.32 -1.92 -0.76 -1.799
C 2.03 -0.39 -0.73 1.692
C 3.13 0.27 0.22 -1.501
H -1.08 -0.65 1.09 0.496
H 2.09 1.15 -2.12 0.263
H -2.82 -1.02 -0.71 0.268
H -1.22 3.36 1.85 0.334
H 0.87 -4.05 -3.02 0.336
H -0.59 2.60 4.20 0.317
H 0.79 -2.41 2.92 0.330
H -1.91 -0.89 -3.34 0.285
H -0.12 -1.88 -4.34 0.335
H 0.41 -3.48 0.04 0.300
H -0.65 -2.63 -3.09 0.297
H -0.44 2.91 -0.14 0.308
H -3.64 -0.76 3.15 0.327
H 0.64 2.57 -3.50 0.299
H -2.67 2.71 -0.06 0.318
H 0.36 -1.07 0.85 -0.523
H -3.18 0.34 0.23 0.322
H 0.81 3.35 3.93 0.256
H -0.40 -2.19 -0.70 0.630
H 2.28 -2.38 0.21 0.441
H 2.18 -2.82 -3.60 0.267
H -0.41 4.46 0.01 0.343
H 0.44 3.28 -2.15 0.333
H -1.46 0.27 -2.41 0.298
H -1.62 0.18 3.77 0.350
H 3.64 1.05 -0.39 0.418
H 3.37 -1.93 -1.16 0.543
H -0.33 0.27 2.87 0.371
H 3.83 -0.54 0.47 0.381
H 2.73 0.78 1.09 0.313
H -2.42 1.82 -1.28 0.282
H -1.01 4.30 2.88 0.385
H 2.58 -4.23 -2.65 0.258
H 1.00 -0.26 -0.33 -0.248
H -0.38 -3.77 -1.51 0.581
H 1.86 -1.41 2.81 0.301
H -2.37 -1.57 2.70 0.294
H 2.35 -0.38 -2.84 0.094

***

Entry 6:
57
Properties=species:S:1:pos:R:3:mulliken_charge:R:1 method="wB97M-V/def2-TZVPD" gap_ha=0.34498 e_lumo_ev=-0.18 total_energy_ha=-1225.49836
O -1.20 -1.61 4.26 -0.658
O -0.52 4.13 1.55 -0.671
O 2.84 2.16 -3.52 -0.717
O -1.55 -4.38 -0.57 -0.651
O 1.24 -3.65 -0.55 -0.547
O -1.88 3.10 -1.25 -0.576
O -3.66 0.90 2.73 -0.634
O -3.13 -2.10 2.52 -0.639
O 1.33 3.56 -1.93 -0.686
O 3.78 -2.66 -1.30 -0.754
O 1.62 -2.29 2.39 -0.672
O 2.64 -0.30 -2.53 -0.846
N -3.25 -0.06 -1.48 -0.679
N 1.96 1.60 0.38 -0.217
C 1.84 1.94 1.85 -0.703
C -0.75 -0.02 -1.29 0.183
C -0.12 0.10 0.10 0.463
C 1.43 0.24 0.16 -0.159
C -2.00 -0.87 -1.49 -0.515
H -1.40 -3.56 -1.12 0.328
H 1.34 -4.47 -0.12 0.322
H 1.14 2.75 1.93 0.251
H 1.98 -0.27 -0.70 -0.664
H 4.18 -2.29 -0.45 0.348
H -3.95 -0.01 2.35 0.276
H 0.29 4.35 1.05 0.333
H 1.71 -0.41 0.93 0.655
H 2.70 0.61 -2.97 0.395
H -3.17 -1.62 1.71 0.281
H 2.81 1.63 0.23 0.162
H 0.11 -0.59 -1.95 -0.470
H 1.27 -2.08 1.49 0.306
H -2.02 -1.33 -2.48 0.477
H -1.02 3.67 0.92 0.294
H -0.93 -2.63 4.12 0.345
H 2.17 -3.42 -0.84 0.293
H -1.99 -1.67 -0.78 -0.137
H 0.37 3.82 -2.13 0.283
H 1.23 2.93 -1.15 0.372
H -3.37 0.73 -2.18 0.186
H 1.75 -0.46 -2.81 0.318
H -0.38 -0.72 0.97 -0.170
H -1.68 4.08 -1.15 0.317
H 1.54 0.88 2.31 0.101
H -0.53 0.90 0.67 0.277
H 1.89 2.41 -3.65 0.392
H -1.89 -1.41 3.69 0.312
H -2.97 0.53 3.47 0.338
H -2.79 2.98 -1.53 0.239
H -0.65 -4.78 -0.59 0.326
H -3.98 -0.72 -1.67 0.227
H 3.09 2.73 -2.78 0.325
H 3.23 -1.88 -1.75 0.402
H -0.78 0.93 -1.62 0.663
H 1.39 -1.85 3.24 0.345
H 2.67 2.34 2.42 0.312
H -3.99 -1.90 2.92 0.320

***

Entry 7:
57
Properties=species:S:1:pos:R:3:mulliken_charge:R:1 method="wB97M-V/def2-TZVPD" charge=+2 gap_ha=0.35747 e_lumo_ev=-5.71 total_energy_ha=-1224.99426
O -2.00 -2.43 -0.26 -0.674
O 2.59 -3.96 -0.73 -0.507
O -0.33 -4.06 -1.65 -0.599
O 4.86 0.53 -1.76 -0.613
O -2.62 -1.55 2.11 -0.558
O 1.11 4.66 -2.54 -0.631
O 1.02 -1.72 -0.80 -0.535
O 0.11 -1.84 3.74 -0.570
O -2.83 1.25 4.35 -0.604
O 0.80 0.73 -4.76 -0.627
O 3.07 2.23 0.15 -0.640
O 1.49 1.81 2.99 -0.630
N -1.53 -0.34 -2.08 0.394
N -0.68 0.44 2.37 0.078
C -1.99 -0.30 -3.30 -0.079
C -1.26 0.72 1.11 0.192
C -1.83 2.20 1.14 -1.244
C -0.29 0.58 -0.01 -0.095
C -0.96 0.86 -1.42 -0.447
H -2.36 2.55 0.13 0.335
H -2.18 0.60 -3.91 0.303
H 0.08 -4.95 -1.31 0.278
H -1.45 0.65 3.08 0.314
H -3.23 2.05 4.42 0.263
H 0.19 4.98 -2.82 0.319
H -2.05 -3.30 -0.76 0.316
H -1.46 -2.44 0.49 0.297
H 0.21 1.13 2.60 0.400
H 1.37 1.55 -4.66 0.326
H 5.69 1.00 -1.81 0.306
H 3.43 -3.96 -0.96 0.223
H -1.24 -1.31 -1.55 -0.214
H 0.00 -0.59 -0.19 -0.407
H 1.88 -1.91 -0.36 0.316
H -0.11 -4.01 -2.58 0.290
H -2.57 2.30 2.01 0.294
H -0.03 1.15 -2.15 0.234
H 2.91 3.16 -0.12 0.304
H -3.26 -1.00 2.35 0.231
H 2.44 1.61 2.78 0.304
H 0.75 -1.72 4.39 0.246
H -0.47 -0.49 2.64 0.467
H 0.68 -2.42 -1.00 0.194
H 3.60 1.69 -0.54 0.329
H -0.95 2.84 1.38 0.288
H -3.15 0.69 5.14 0.288
H -1.89 1.47 -1.32 0.292
H -2.16 0.05 0.98 0.199
H -2.94 -2.34 1.68 0.300
H 1.38 5.57 -2.08 0.328
H 2.34 -4.66 -0.10 0.307
H -0.26 -2.67 4.04 0.262
H 1.48 2.77 2.94 0.318
H 0.48 1.25 -0.07 0.645
H -2.40 -1.28 -3.66 0.272
H 5.01 -0.01 -2.51 0.296
H 1.51 0.16 -5.25 0.326

***

Entry 8:
59
Properties=species:S:1:pos:R:3:mulliken_charge:R:1 method="wB97M-V/def2-TZVPD" gap_ha=0.26417 e_lumo_ev=-0.15 total_energy_ha=-1376.10131
O -0.89 -0.27 3.58 -0.552
O 0.42 -2.93 3.56 -0.572
O 0.83 -4.22 1.18 -0.645
O -1.32 3.82 -0.85 -0.429
O -2.37 0.17 1.21 -0.761
O 0.57 2.49 -5.00 -0.669
O 2.14 -0.78 4.31 -0.620
O -3.68 -0.59 -3.12 -0.656
O 3.22 -3.18 1.96 -0.647
O 0.36 2.74 3.08 -0.631
O -1.08 1.35 -3.00 -0.822
O -3.97 1.08 -1.00 -0.491
O 3.28 -3.86 -0.73 -0.618
O -3.02 3.18 -3.02 -0.695
N 1.90 -1.38 0.40 0.187
N -0.64 -1.20 -0.59 -0.597
C -1.46 3.38 0.27 -0.065
C 2.61 0.51 -1.14 -0.759
C 1.62 -0.36 -0.53 -0.264
C 2.15 1.98 -1.21 -0.885
C 0.37 -0.31 -1.00 0.272
H -1.70 2.07 -2.91 0.403
H -3.38 1.01 -0.22 0.262
H -0.45 -2.14 -0.34 0.074
H -3.06 3.98 -2.43 0.326
H 0.70 1.91 2.70 0.269
H -4.85 1.36 -0.74 0.239
H 0.02 0.27 -1.82 0.409
H 1.43 -0.13 4.19 0.254
H -0.58 3.21 0.87 0.217
H 0.02 -3.33 2.76 0.297
H 1.40 2.20 -1.93 0.114
H 3.31 -2.32 2.42 0.290
H 0.51 2.62 4.03 0.332
H 1.08 1.64 -4.91 0.300
H -1.05 -1.20 3.37 0.286
H -3.17 -0.77 -2.28 0.290
H -3.43 2.53 -2.44 0.357
H 1.56 -1.54 4.60 0.310
H -1.53 0.65 -3.51 0.343
H -0.01 2.37 -4.21 0.389
H -1.38 -1.33 -1.25 0.180
H 0.99 -4.96 0.60 0.291
H -1.75 -0.24 0.60 0.526
H 4.12 -3.39 1.70 0.283
H 1.69 -3.97 1.54 0.311
H 3.54 0.58 -0.50 0.310
H 1.64 2.25 -0.23 0.050
H 3.18 0.33 -2.04 0.461
H 3.37 -3.13 -1.36 0.359
H -1.67 0.09 3.97 0.256
H 0.49 -3.64 4.23 0.266
H 1.30 -1.61 1.15 -0.105
H -1.86 0.33 1.99 0.345
H -4.24 0.09 -2.71 0.338
H 2.41 -3.68 -0.40 0.252
H 2.87 2.74 -1.25 0.497
H -2.42 3.28 0.70 0.297
H 2.85 -1.60 0.64 0.241